Density functional theory data (wB97M-V/def2-TZVPD) for CH3NO2S as an isolated structure.

Values from the calculation:
* relative energy (zero: lowest compared OMol25 entry of this formula, charge and spin): 0.639 eV
* Kohn-Sham gap: 0.389 hartree
* molecular weight: 93.11 g mol⁻¹
* DFT total energy: -643.29067 Ha
* total charge: 0
* HOMO: -10.1918 eV

```
8
CH3NO2S, DFT wB97M-V/def2-TZVPD
C 0.3123 -0.0199 -0.1429
N -0.8747 0.3730 -0.1484
O -1.5873 3.0523 0.5441
O 0.2947 2.7991 -0.9728
S -1.1168 2.6049 -0.7435
H 1.0292 0.5679 -0.7041
H 0.6846 -0.9008 0.3800
H -1.5605 -0.1427 0.3972
```